Entry 1:
# C27H38N2O11PS2

A cluster of 3 separate species, C27H38N2O11PS2 in total in a non-equilibrium geometry (ωB97M-V/def2-TZVPD, the Open Molecules 2025 dataset).

Structure (XYZ):
```
81
Properties=species:S:1:pos:R:3:forces:R:3:mulliken_charge:R:1
C -5.930987 2.810658 2.926674 0.48 -0.33 0.36 -1.6043
C -6.570652 1.645127 2.202198 -1.01 0.39 0.29 0.8981
O -7.980347 1.603104 2.600065 0.12 0.02 -0.15 -0.6073
C -6.594405 1.748006 0.684879 0.34 -0.49 0.33 -1.3222
C -5.221108 1.674367 -0.050909 -0.58 -0.20 -0.75 2.4050
C -5.331580 0.531961 -1.083849 0.17 0.29 -0.39 -1.8556
C -4.057929 0.378663 -1.926889 -0.09 -0.45 -0.20 -0.5838
C -3.565556 -1.051891 -2.215026 0.37 0.80 -0.22 -1.0717
S -3.388812 -2.147416 -0.789329 -0.39 -0.48 0.27 -0.1686
C -1.642905 -1.915490 -0.417750 -0.54 0.45 -0.35 0.1570
S -0.508258 -2.561167 -1.393119 0.21 0.29 -0.12 -0.2734
N -1.439395 -1.132714 0.710365 1.33 -1.74 0.27 1.0493
C -0.074394 -0.673553 0.897958 0.16 0.50 0.00 -0.5230
C 0.961379 -1.471982 1.376714 -0.39 0.11 -0.11 0.1308
C 2.215023 -0.916018 1.544435 0.54 0.00 0.25 -0.8397
C 2.466680 0.427074 1.278907 -0.63 0.27 -0.31 -0.7380
C 1.429336 1.214650 0.798652 -0.26 -0.31 0.09 -0.7846
C 0.166733 0.654022 0.614760 0.01 0.46 -0.23 -0.1294
C -1.924457 -1.745784 1.929927 -0.81 0.66 0.33 -0.3997
C -2.178453 -3.100735 2.061764 0.01 0.22 -0.02 0.2059
C -2.672287 -3.575174 3.273633 -0.20 -0.29 0.30 -0.8860
C -2.912700 -2.731544 4.344137 0.08 0.57 -0.10 -0.4385
C -2.649911 -1.366031 4.208519 0.22 -0.41 -0.47 -0.6715
C -2.164303 -0.892594 3.003809 0.08 0.34 0.25 -0.2981
N -4.966513 2.886796 -0.898728 -0.85 0.65 0.41 -0.3051
P -4.773005 4.341834 -0.059009 0.98 -0.20 1.35 0.1389
O -3.866268 5.205501 -1.143127 -0.45 -0.15 -0.35 -0.4412
O -6.293902 5.035572 -0.205795 0.16 -0.22 -0.67 -0.5445
C -4.042696 1.323919 0.884879 0.37 -0.40 0.33 -0.5830
O -4.138003 0.193810 1.398840 -0.43 -0.13 0.10 -0.7004
O -3.109770 2.130806 1.047212 0.21 0.65 -0.32 -0.8608
H -6.435651 3.756096 2.728510 -0.12 0.02 -0.13 0.3873
H -5.970928 2.592758 3.999401 -0.10 0.15 0.08 0.4986
H -4.873910 2.920981 2.693561 0.05 0.02 -0.20 0.3480
H -6.148097 0.708239 2.545767 0.37 -0.04 -0.25 0.0378
H -8.053080 2.161267 3.376726 -0.11 -0.02 0.08 0.3635
H -7.161783 2.639336 0.420550 0.17 0.22 -0.04 0.2302
H -7.205968 0.907717 0.352211 -0.05 -0.06 -0.04 0.2541
H -5.635488 -0.397740 -0.611469 0.24 -0.03 0.33 0.5283
H -6.151859 0.805948 -1.758921 -0.11 -0.04 0.01 0.7436
H -4.268333 0.805293 -2.910436 0.22 0.14 -0.06 0.3312
H -3.227404 0.954023 -1.520515 -0.08 0.07 0.26 0.4378
H -4.187782 -1.532289 -2.967188 -0.20 -0.29 0.20 0.4767
H -2.577669 -0.951776 -2.665222 0.03 -0.24 -0.10 0.4551
H 0.756425 -2.507526 1.605176 0.13 -0.09 0.05 0.4856
H 3.042497 -1.512695 1.905324 -0.06 -0.20 0.07 0.5474
H 3.435964 0.877928 1.435282 0.15 -0.15 0.10 0.5719
H 1.547477 2.266892 0.583780 0.19 0.06 0.02 0.4302
H -0.649206 1.271919 0.261673 -0.16 -0.02 0.07 0.3373
H -2.019296 -3.770824 1.227802 0.04 -0.10 0.01 0.5047
H -2.899008 -4.626027 3.396925 0.06 -0.09 -0.15 0.3738
H -3.321665 -3.090275 5.277964 0.00 -0.24 0.00 0.3857
H -2.837434 -0.665835 5.008682 -0.06 -0.02 0.11 0.4041
H -1.997513 0.167707 2.880024 -0.02 0.03 -0.18 0.3030
H -5.805396 2.997699 -1.473053 0.24 -0.11 -0.30 0.5585
H -3.333928 5.791749 -0.601248 0.17 0.08 -0.05 0.3305
H -6.296812 5.719312 0.468451 -0.22 0.10 0.05 0.3071
C 8.963527 -2.239670 1.556757 0.19 -0.04 0.08 -0.6637
O 8.246168 -1.925999 0.363973 0.08 0.02 -0.06 -0.2821
C 6.928468 -1.771107 0.542959 -0.08 0.01 -0.08 0.7219
O 6.351060 -1.874045 1.592636 0.02 -0.01 0.06 -0.5603
O 6.381578 -1.487025 -0.632584 0.09 0.05 0.06 -0.2196
C 4.960391 -1.292332 -0.589488 -0.31 -0.07 -0.34 -0.4931
H 10.008030 -2.337734 1.273230 -0.04 0.03 -0.13 0.2068
H 8.863946 -1.439662 2.288266 -0.10 -0.05 0.04 0.3015
H 8.616724 -3.181231 1.978589 -0.08 0.06 0.06 0.2938
H 4.685985 -0.458948 0.048688 0.13 -0.04 0.11 0.1081
H 4.459660 -2.199429 -0.258050 0.03 0.03 0.13 0.3095
H 4.652313 -1.076154 -1.608311 0.13 0.01 -0.03 0.2862
C 8.906568 0.114017 -2.815254 0.00 0.03 0.32 -0.5640
O 9.321304 -0.116388 -4.165774 0.08 0.02 0.00 -0.3276
C 8.332122 -0.460334 -4.987469 0.05 0.01 0.03 0.7922
O 7.174032 -0.582065 -4.690919 -0.03 0.00 -0.01 -0.5329
O 8.848996 -0.646665 -6.205062 0.05 0.00 -0.03 -0.3315
C 7.887950 -1.022234 -7.192104 -0.05 -0.05 -0.21 -0.6235
H 9.794563 0.386526 -2.251549 0.12 -0.02 -0.18 0.2325
H 8.193879 0.935370 -2.767804 -0.10 -0.09 -0.04 0.2894
H 8.476512 -0.785581 -2.379902 -0.13 0.04 -0.06 0.2700
H 7.134852 -0.245526 -7.311330 -0.06 -0.05 0.08 0.2910
H 7.414777 -1.966428 -6.928964 -0.08 0.06 0.06 0.2969
H 8.431886 -1.141007 -8.125089 0.12 0.03 0.07 0.2116
```
Forces are in eV/Å.

Output
net charge	-1
HOMO-LUMO gap	6.93	eV
HOMO level	-4.98	eV
spin multiplicity	1

=====

Entry 2:
# C27H38N3NiS3Si

A structure of composition C27H38N3NiS3Si (ωB97M-V/def2-TZVPD, the Open Molecules 2025 dataset).

Structure (XYZ):
```
73
Properties=species:S:1:pos:R:3:forces:R:3:mulliken_charge:R:1
Ni 0.501169 -0.669960 -0.283079 0.05 -0.03 -0.01 0.4281
C -0.411186 -2.341705 -0.891837 -0.07 0.00 -0.04 -1.3361
Si 0.433908 -2.629396 -2.467998 -0.02 -0.11 -0.06 -0.2570
C 0.209306 -0.910640 -3.216492 0.00 0.07 0.00 -1.5147
N 0.737453 0.063277 -2.217513 -0.04 0.06 -0.15 1.4702
C 2.214223 0.257707 -2.463615 0.00 0.00 0.01 -0.8147
C 2.585135 1.704799 -2.748431 0.01 -0.01 0.00 -0.7693
C 1.763964 2.272545 -3.904349 0.00 0.01 0.00 -0.7103
C 0.252457 2.053437 -3.670266 0.00 -0.02 0.01 -0.7412
C 0.005887 1.350535 -2.340070 0.00 -0.01 -0.01 -1.0826
C -0.263433 -3.874538 -3.728007 0.01 -0.02 0.03 0.5089
C -1.298004 -3.532060 -4.602592 0.00 0.02 0.01 -0.2983
C -1.849663 -4.456348 -5.480459 0.00 0.00 0.00 -0.6467
C -1.376643 -5.760357 -5.500618 0.00 0.00 0.00 -0.3985
C -0.351616 -6.128149 -4.639733 0.00 -0.01 -0.01 -0.6383
C 0.195194 -5.194840 -3.770000 -0.01 0.02 0.01 -0.2432
C 2.258995 -3.060742 -2.294891 0.00 0.03 -0.02 0.4852
C 2.892815 -3.018501 -1.051115 0.01 -0.01 0.01 -0.4643
C 4.256563 -3.264247 -0.937492 -0.01 0.00 0.01 -0.6782
C 5.010263 -3.555801 -2.064713 0.00 0.01 -0.02 -0.4563
C 4.396205 -3.608447 -3.310514 0.01 0.00 0.02 -0.7126
C 3.034759 -3.365467 -3.417564 0.00 -0.01 0.01 0.0173
H -0.391325 -3.155138 -0.166204 0.01 -0.01 -0.01 1.0242
H -1.464083 -2.096076 -1.095975 0.02 0.03 0.03 0.2369
H -0.874719 -0.763691 -3.279689 -0.01 -0.01 0.00 0.5460
H 0.620341 -0.724923 -4.215342 0.00 0.01 0.01 0.4869
H 2.495008 -0.357439 -3.322621 0.01 0.00 0.00 0.4580
H 2.765472 -0.108056 -1.600536 -0.01 0.00 0.00 0.0275
H 3.651030 1.736172 -2.986717 0.00 0.00 0.00 0.4942
H 2.452597 2.299973 -1.843469 0.00 0.00 0.01 0.2832
H 2.071215 1.784838 -4.834214 0.00 -0.01 0.01 0.3135
H 1.982957 3.335420 -4.025537 0.00 0.00 -0.02 0.4125
H -0.179254 1.464231 -4.481983 0.00 0.01 -0.01 0.2638
H -0.285574 3.003935 -3.662205 0.00 0.00 0.02 0.4773
H -1.054202 1.128994 -2.202218 0.00 -0.01 0.00 0.2293
H 0.302205 1.990437 -1.510808 0.00 0.00 0.00 0.4647
H -1.688326 -2.519640 -4.601906 0.00 0.00 0.00 0.2535
H -2.649603 -4.159174 -6.148328 0.00 0.00 0.00 0.3844
H -1.803899 -6.485177 -6.182880 0.00 0.00 0.00 0.3538
H 0.023491 -7.144721 -4.647659 0.00 0.00 0.00 0.3758
H 1.001756 -5.497968 -3.110847 0.00 0.00 0.00 0.3702
H 2.318810 -2.768333 -0.163859 -0.01 0.00 -0.01 0.3372
H 4.728723 -3.218503 0.036287 0.00 0.00 0.00 0.4320
H 6.074342 -3.740228 -1.976178 0.00 0.00 0.00 0.3565
H 4.979116 -3.838613 -4.194652 0.00 0.00 0.00 0.3862
H 2.564099 -3.417152 -4.395035 0.01 0.01 0.00 0.4045
C 2.325549 1.834811 3.116005 -0.01 0.01 0.00 -1.6779
C 1.610059 0.793432 2.293554 0.02 -0.05 0.02 0.0200
S 1.462981 1.143989 0.573196 0.06 0.06 0.01 -0.6274
C 1.149027 -0.375200 2.763211 0.00 0.04 0.02 0.9146
C 1.275420 -0.842919 4.186136 -0.01 -0.01 -0.01 -1.4610
S 0.368912 -1.519234 1.676500 0.02 -0.04 0.12 -0.5302
H 2.172950 2.824402 2.682304 -0.01 0.00 0.01 0.3471
H 3.405457 1.655474 3.137300 0.00 0.00 -0.02 0.3230
H 1.966174 1.859425 4.145468 0.01 0.00 0.00 0.4241
H 1.702384 -0.076733 4.831873 0.00 0.00 0.01 0.3339
H 1.916606 -1.728231 4.235896 0.00 0.00 -0.01 0.2699
H 0.298862 -1.115541 4.589121 -0.01 0.00 0.00 0.2794
S -2.092385 0.809059 5.003550 -0.03 0.00 -0.03 -0.4883
C -2.511675 0.932330 3.373651 -0.01 -0.01 0.02 0.1239
N -1.678280 1.371857 2.432469 0.08 0.20 -0.14 0.1373
C -2.106824 1.549105 1.054884 -0.14 -0.19 0.05 -0.3479
C -2.944853 0.343550 0.661592 -0.04 -0.04 0.06 0.0396
C -4.149275 0.278113 1.590125 0.03 0.03 -0.01 -0.8852
N -3.768595 0.621580 2.960955 -0.02 -0.05 0.02 -0.1905
H -0.688561 1.388508 2.648277 -0.01 -0.04 0.00 0.0812
H -1.217085 1.637825 0.437607 0.04 0.01 0.06 -0.0940
H -2.708292 2.463316 0.967171 0.06 0.04 0.00 0.2671
H -2.319426 -0.546206 0.763234 0.00 0.01 0.00 -0.1482
H -3.281572 0.413897 -0.374601 -0.01 0.00 0.00 0.4407
H -4.583007 -0.724733 1.585561 0.00 0.00 0.00 0.3725
H -4.921919 0.976305 1.250993 0.00 0.00 0.00 0.3292
H -4.340263 0.273515 3.711663 0.00 -0.01 -0.01 0.2277
```
Forces are in eV/Å.

Output
net charge	-1
HOMO-LUMO gap	6.01	eV
HOMO level	-3.49	eV
ΔE to the lowest compared entry with this formula, charge and spin	2.3	kcal per mole
spin multiplicity	1

=====

Entry 3:
# C27H38O18P2S

A cluster of 5 separate species, C27H38O18P2S in total in a non-equilibrium geometry (ωB97M-V/def2-TZVPD, the Open Molecules 2025 dataset).

Structure (XYZ):
```
86
Properties=species:S:1:pos:R:3:forces:R:3:mulliken_charge:R:1
C -3.541848 7.180281 -0.164006 -0.34 0.44 0.00 -0.8510
C -2.271424 7.556593 -0.168329 0.28 -0.37 0.10 -0.1335
C -1.080533 6.620420 -0.364591 -0.63 0.41 0.18 -0.9173
C -1.495328 5.183159 -0.172409 0.18 -0.43 -0.17 -0.0657
C -1.715887 4.631059 1.027025 -0.29 0.00 -0.64 1.0640
C -1.504402 5.431401 2.267354 0.13 -0.84 -0.41 -0.1637
C -2.517176 5.882273 3.081997 -0.41 -0.31 -0.29 -0.1599
C -2.184391 6.643248 4.174529 -1.11 0.61 0.98 -0.8582
C -0.892629 6.965756 4.484536 1.25 0.27 0.33 -0.3459
C 0.133726 6.481411 3.693982 0.14 0.12 -0.10 -0.8150
C -0.197824 5.724585 2.600168 0.84 -0.36 -0.62 -0.1397
C -2.175718 3.198566 1.128746 -0.03 0.47 0.40 -0.0720
O -2.309057 2.767034 2.253128 -0.47 -0.17 -0.82 -0.5680
C -2.436781 2.365768 -0.143795 -0.85 0.55 0.62 0.0331
P -3.084612 0.645288 0.074389 1.46 -2.34 0.71 0.2401
O -4.175557 0.291387 -1.074621 0.24 1.34 0.85 -0.3080
O -3.902986 0.509705 1.474362 -0.20 1.14 -1.40 -0.3408
S -1.657550 -0.650070 0.106749 -0.29 0.57 -0.21 -0.2461
C -2.176149 2.915622 -1.351575 1.37 -0.23 0.24 0.3950
P -2.439645 1.966421 -2.936632 -2.21 -0.69 -1.52 0.1252
O -1.788082 2.748355 -4.214054 0.64 -0.40 1.19 -0.4234
O -1.620021 0.528683 -2.836568 0.30 2.04 0.61 -0.3570
C -1.668369 4.344477 -1.402508 0.43 0.62 -0.72 0.3653
O -1.361846 4.835550 -2.476208 -0.19 -0.47 0.47 -0.6526
H -3.894528 6.166716 0.001783 0.18 -0.03 -0.53 0.2436
H -4.298212 7.942798 -0.335986 -0.05 -0.13 0.59 0.2907
H -2.061765 8.618738 -0.056693 0.17 -0.09 -0.58 0.3891
H -0.249532 6.900028 0.283743 -0.11 -0.11 0.07 0.3987
H -0.754409 6.801725 -1.393256 0.03 -0.27 0.10 0.3982
H -3.551579 5.641956 2.864283 0.05 0.05 0.03 0.4839
H -2.961025 7.019666 4.834435 -0.07 -0.09 -0.17 0.3834
H -0.627279 7.587148 5.332936 -0.32 -0.06 0.04 0.3983
H 1.185164 6.683292 3.862238 -0.15 0.12 0.29 0.4183
H 0.600675 5.351208 1.962665 -0.10 -0.02 0.05 0.4810
H -4.803438 1.032945 -1.122155 -0.19 -0.26 -0.53 0.3925
H -4.695720 1.063212 1.370351 -0.13 -0.17 0.67 0.3399
H -0.831764 2.859239 -4.097975 -0.03 0.33 -0.33 0.3131
H -0.860195 0.653101 -2.243776 0.11 -0.73 -0.03 0.3249
C 0.685716 -3.427057 0.462357 -0.28 -0.17 0.10 -0.4650
O 1.528763 -2.350714 0.047957 -0.05 0.01 -0.07 -0.0606
C 2.823262 -2.637283 0.055290 -0.15 0.18 0.09 0.7385
O 3.313499 -3.692418 0.369463 0.02 0.15 0.19 -0.6279
O 3.494135 -1.557596 -0.349167 0.04 0.03 -0.05 -0.3106
C 4.910378 -1.731166 -0.388374 0.24 0.07 -0.03 -0.6357
H -0.338622 -3.070322 0.412952 0.08 0.17 -0.07 0.0493
H 0.792372 -4.279913 -0.207097 0.12 -0.02 0.06 0.2224
H 0.906932 -3.716112 1.488577 0.12 -0.04 -0.06 0.3047
H 5.183971 -2.518169 -1.090055 -0.01 -0.08 0.11 0.2404
H 5.298065 -1.955498 0.604164 -0.03 -0.13 -0.03 0.2940
H 5.337502 -0.791709 -0.729418 -0.19 0.06 -0.01 0.2430
C 2.931210 -0.509421 5.291823 0.22 -0.07 0.10 -0.6220
O 1.617176 0.043783 5.333978 0.04 0.01 0.06 -0.3637
C 0.954324 -0.034603 4.175135 -0.17 0.06 0.05 0.7147
O 1.377458 -0.516883 3.156899 0.08 -0.04 -0.02 -0.5121
O -0.245337 0.509395 4.346510 0.06 0.05 0.04 -0.3863
C -1.071755 0.493446 3.172697 -0.14 -0.38 0.24 -0.6147
H 3.361307 -0.386254 6.282520 -0.17 0.08 0.04 0.2069
H 2.895043 -1.571254 5.052379 0.01 0.04 -0.13 0.2896
H 3.549986 0.021914 4.569893 -0.05 -0.09 -0.09 0.2800
H -1.264083 -0.529246 2.858889 0.23 0.00 -0.06 0.4115
H -0.616487 1.061483 2.368248 0.19 -0.17 0.01 0.2204
H -2.013529 0.952848 3.432879 0.09 0.02 0.29 0.3080
C -3.147216 -1.774328 -4.589358 -0.13 0.33 0.01 -0.4136
O -3.274470 -3.199077 -4.607462 -0.04 -0.02 -0.04 -0.3707
C -2.171109 -3.849325 -4.242056 -0.12 0.00 -0.01 0.8272
O -1.128197 -3.347693 -3.916094 0.07 0.00 0.00 -0.5529
O -2.423330 -5.159056 -4.300432 -0.03 -0.04 -0.01 -0.3470
C -1.318077 -5.983515 -3.930809 0.13 -0.23 0.05 -0.5778
H -4.102723 -1.360916 -4.903355 -0.07 -0.24 -0.04 0.2918
H -2.927087 -1.415197 -3.586812 0.16 -0.07 -0.03 0.0684
H -2.379923 -1.446159 -5.289026 0.11 -0.04 0.12 0.2987
H -1.023752 -5.793333 -2.899678 0.07 0.10 -0.05 0.2464
H -0.476089 -5.822880 -4.602431 0.03 0.10 0.09 0.2805
H -1.646552 -7.015687 -4.018544 -0.17 0.08 -0.05 0.2381
C 3.747626 -5.473205 -2.007307 0.08 0.26 -0.01 -0.6474
O 3.604946 -6.898607 -2.027891 -0.07 -0.04 -0.10 -0.2896
C 4.703477 -7.562356 -1.680659 -0.14 0.04 -0.02 0.7354
O 5.757780 -7.075665 -1.368516 0.08 -0.02 -0.01 -0.5419
O 4.433998 -8.869725 -1.739662 -0.03 -0.06 -0.01 -0.3367
C 5.533752 -9.708229 -1.389146 0.13 -0.23 0.05 -0.6361
H 2.792789 -5.047797 -2.308107 -0.08 -0.23 -0.01 0.2755
H 3.985421 -5.121553 -1.006914 0.10 -0.14 -0.16 0.3158
H 4.510643 -5.155061 -2.718367 0.06 -0.08 0.05 0.3513
H 5.845587 -9.525007 -0.362022 0.08 0.10 -0.06 0.2921
H 6.367677 -9.555456 -2.072639 0.03 0.10 0.09 0.2899
H 5.191241 -10.736164 -1.475477 -0.17 0.08 -0.05 0.2171
```
Forces are in eV/Å.

Output
net charge	0
SMILES	C=CCC1=C(c2ccccc2)C(=O)C(P(O)(O)=S)=C(P(O)O)C1=O.COC(=O)OC.COC(=O)OC.COC(=O)OC.COC(=O)OC
HOMO-LUMO gap	6.74	eV
HOMO level	-8.89	eV
spin multiplicity	1